1.
Density functional theory data (ωB97M-V/def2-TZVPD) for a 3-piece molecular cluster, C12H33N3O3 overall in a non-equilibrium geometry.

Computed properties:
SMILES	COC[C@H](C)N.COC[C@H](C)N.COC[C@H](C)N
calculated total energy	-866.92165	Eh
relative energy (zero: lowest compared OMol25 entry of this formula, charge and spin)	9.36	kcal/mol
highest occupied orbital energy	-9.11	eV
frontier orbital gap	9.983	eV
spin multiplicity	1

XYZ file:
```
51
C12H33N3O3 ωB97M-V/def2-TZVPD
C -1.66 0.36 4.11
O -1.98 1.23 3.06
C -0.84 1.44 2.21
C -1.31 2.16 0.99
C -2.49 1.46 0.33
N -0.19 2.37 0.07
H -2.54 0.23 4.74
H -0.86 0.74 4.76
H -1.40 -0.64 3.74
H -0.14 2.05 2.79
H -0.35 0.48 1.99
H -1.68 3.13 1.34
H -2.85 2.06 -0.50
H -3.34 1.39 1.01
H -2.21 0.45 0.04
H -0.55 2.75 -0.80
H 0.18 1.46 -0.20
C -3.58 0.06 -3.22
O -2.22 0.18 -2.90
C -1.54 -1.02 -2.63
C -0.84 -1.56 -3.83
C -0.48 -3.04 -3.74
N 0.39 -0.77 -4.08
H -3.86 -0.95 -3.54
H -3.86 0.74 -4.03
H -4.20 0.22 -2.32
H -0.80 -0.75 -1.86
H -2.17 -1.77 -2.13
H -1.46 -1.47 -4.74
H 0.05 -3.37 -4.63
H -1.38 -3.66 -3.63
H 0.14 -3.24 -2.86
H 0.92 -1.21 -4.83
H 0.14 0.15 -4.41
C 2.73 2.30 2.14
O 2.91 0.93 2.43
C 3.57 0.23 1.40
C 3.22 -1.23 1.47
C 1.73 -1.51 1.13
N 3.52 -1.83 2.77
H 1.84 2.46 1.51
H 3.55 2.77 1.59
H 2.58 2.86 3.06
H 3.31 0.62 0.40
H 4.65 0.31 1.55
H 3.81 -1.74 0.70
H 1.19 -1.96 1.96
H 1.69 -2.22 0.30
H 1.20 -0.61 0.81
H 4.50 -1.68 2.99
H 2.99 -1.36 3.50
```

Here are the Mulliken charges for atoms 1 to 5, given in e: atom 1 (C): -0.7361, atom 2 (O): -0.3929, atom 3 (C): -0.2138, atom 4 (C): 0.2332, atom 5 (C): -1.2097

***

2.
Density functional theory data (ωB97M-V/def2-TZVPD) for a 11-piece molecular cluster, C44H96O15 overall in a non-equilibrium geometry.

Computed properties:
SMILES	C1CCOC1.C1CCOC1.C1CCOC1.C1CCOC1.C1CCOC1.C1CCOC1.C1CCOC1.COCCOC.COCCOC.COCCOC.COCCOC
calculated total energy	-2862.27826	Eh
highest occupied orbital energy	-9.36	eV
frontier orbital gap	9.978	eV
spin multiplicity	1

XYZ file:
```
155
C44H96O15 ωB97M-V/def2-TZVPD
C 16.36 -17.72 7.55
C 16.79 -17.85 6.10
C 16.16 -16.74 5.30
O 15.16 -16.18 6.17
C 15.63 -16.39 7.54
H 17.17 -17.68 8.30
H 15.72 -18.55 7.90
H 16.49 -18.81 5.71
H 17.89 -17.95 5.95
H 15.58 -17.08 4.44
H 16.87 -15.93 4.93
H 14.71 -16.43 8.23
H 16.36 -15.59 7.85
C 10.39 -20.22 -3.16
C 11.44 -21.28 -3.53
C 12.40 -21.28 -2.36
O 11.71 -20.77 -1.23
C 10.72 -19.82 -1.68
H 9.37 -20.57 -3.26
H 10.49 -19.29 -3.83
H 11.86 -21.18 -4.53
H 10.96 -22.28 -3.54
H 13.23 -20.63 -2.52
H 12.78 -22.28 -2.10
H 11.13 -18.84 -1.47
H 9.91 -19.87 -0.99
C 16.51 -23.30 0.66
C 15.67 -21.98 0.49
C 14.19 -22.52 0.61
O 14.21 -23.52 1.61
C 15.53 -24.19 1.48
H 17.37 -23.25 1.34
H 16.81 -23.84 -0.25
H 15.90 -21.54 -0.47
H 15.97 -21.39 1.36
H 13.92 -22.94 -0.37
H 13.55 -21.68 0.76
H 15.35 -25.15 0.94
H 15.88 -24.35 2.48
C 13.71 -22.43 8.53
C 13.97 -23.94 8.74
C 15.46 -24.00 9.00
O 15.82 -22.72 9.55
C 15.06 -21.77 8.79
H 12.89 -22.06 9.20
H 13.42 -22.18 7.47
H 13.64 -24.47 7.85
H 13.33 -24.37 9.53
H 16.00 -24.17 8.10
H 15.73 -24.81 9.70
H 15.51 -21.59 7.83
H 15.02 -20.79 9.32
C 13.96 -25.03 4.61
C 15.36 -25.35 5.14
C 15.83 -26.50 4.15
O 14.86 -26.54 3.13
C 13.60 -26.14 3.63
H 13.97 -24.09 4.05
H 13.22 -25.00 5.44
H 15.43 -25.77 6.17
H 16.03 -24.53 5.14
H 15.87 -27.57 4.48
H 16.81 -26.24 3.71
H 13.04 -26.98 4.14
H 13.06 -25.86 2.78
C 10.42 -24.11 0.30
C 9.34 -23.28 1.11
C 8.76 -22.42 -0.01
O 9.01 -23.09 -1.29
C 9.82 -24.28 -1.07
H 10.68 -25.05 0.78
H 11.34 -23.57 0.22
H 9.75 -22.66 1.90
H 8.57 -23.93 1.56
H 9.14 -21.39 -0.09
H 7.65 -22.40 -0.01
H 10.55 -24.28 -1.90
H 9.21 -25.24 -1.14
C 14.96 -17.82 1.84
C 14.96 -18.41 0.36
C 13.78 -17.63 -0.30
O 13.80 -16.38 0.46
C 13.86 -16.83 1.80
H 15.92 -17.39 2.14
H 14.67 -18.65 2.51
H 14.78 -19.51 0.42
H 15.89 -18.25 -0.26
H 12.81 -18.14 -0.22
H 14.00 -17.32 -1.32
H 12.84 -17.26 1.95
H 13.82 -15.96 2.48
C 17.20 -21.85 3.95
O 18.02 -21.55 5.04
C 17.85 -22.34 6.20
C 18.63 -21.71 7.35
O 20.04 -21.82 7.34
C 20.68 -20.91 6.42
H 17.39 -22.82 3.56
H 17.39 -21.21 3.14
H 16.08 -21.79 4.13
H 18.30 -23.34 6.02
H 16.82 -22.49 6.50
H 18.39 -22.41 8.16
H 18.25 -20.71 7.58
H 20.83 -21.34 5.44
H 21.64 -20.58 6.92
H 20.08 -20.04 6.32
C 11.29 -20.27 2.02
O 11.68 -20.28 3.37
C 12.75 -21.17 3.55
C 13.35 -21.01 4.87
O 14.29 -20.00 4.93
C 13.62 -18.81 5.37
H 12.02 -19.61 1.50
H 10.27 -19.93 1.96
H 11.39 -21.28 1.58
H 13.55 -21.02 2.93
H 12.44 -22.23 3.39
H 13.84 -21.95 5.24
H 12.60 -20.83 5.63
H 13.92 -18.00 4.74
H 13.88 -18.64 6.43
H 12.50 -18.95 5.27
C 9.56 -16.20 0.99
O 8.52 -17.13 0.95
C 7.22 -16.60 0.81
C 6.25 -17.70 1.10
O 6.13 -17.91 2.49
C 5.21 -18.91 2.77
H 10.35 -16.54 1.59
H 9.17 -15.27 1.31
H 9.87 -16.07 -0.01
H 7.11 -16.23 -0.26
H 7.06 -15.67 1.47
H 6.64 -18.68 0.62
H 5.27 -17.41 0.66
H 5.04 -19.02 3.83
H 5.64 -19.89 2.43
H 4.20 -18.87 2.26
C 11.70 -15.77 5.27
O 10.79 -16.57 4.50
C 9.53 -16.78 5.16
C 8.90 -18.13 4.63
O 9.41 -19.21 5.37
C 8.97 -20.52 4.98
H 12.62 -15.71 4.74
H 11.82 -16.29 6.19
H 11.35 -14.77 5.60
H 8.79 -15.96 4.97
H 9.78 -16.86 6.27
H 8.95 -18.18 3.57
H 7.82 -18.06 4.79
H 7.85 -20.56 4.91
H 9.33 -21.21 5.76
H 9.49 -20.79 4.04
```

Here are the Mulliken charges for atoms 1 to 5, given in e: atom 1 (C): -0.0122, atom 2 (C): 0.8300, atom 3 (C): 0.2754, atom 4 (O): -0.3307, atom 5 (C): -0.6100

***

3.
Density functional theory data (ωB97M-V/def2-TZVPD) for one molecule with the formula C3BrF8NS in a non-equilibrium geometry.

Computed properties:
calculated total energy	-3940.04181	Eh
highest occupied orbital energy (alpha / beta)	-8.35 / -8.35	eV
frontier orbital gap (alpha / beta)	7.124 / 7.123	eV
spin multiplicity	1

XYZ file:
```
14
C3BrF8NS ωB97M-V/def2-TZVPD
C -1.29 -0.01 -0.60
C 1.30 0.93 -0.95
C -1.65 0.52 0.77
N 1.59 -0.26 -0.66
F -2.34 0.21 -1.44
F 1.03 1.89 -0.08
F 1.42 1.43 -2.14
F -1.64 1.85 0.78
F -0.62 0.14 1.63
F -2.77 0.13 1.38
F 2.75 -1.03 1.31
F 1.86 -2.60 -0.08
S 1.30 -1.25 0.57
Br -0.93 -1.94 -0.48
```

Here are the Mulliken charges for atoms 1 to 5, given in e: atom 1 (C): -0.5560, atom 2 (C): 0.8091, atom 3 (C): 1.0937, atom 4 (N): -0.2206, atom 5 (F): -0.2159

***

Question: Which value of calculated total energy does entry 2 give?
Answer: -2862.27826 Eh

***

Question: What is the calculated total energy in the first record?
Answer: -866.92165 Eh